1.
Formula: C4H20N2O4
Source: the Open Molecules 2025 dataset
Level of theory: wB97M-V/def2-TZVPD

Last column: Löwdin charge in e.
CARTESIAN COORDINATES (ANGSTROEM)
C: 0.360 -0.858 -1.935  -0.13
N: 1.435 -1.254 -1.033  -0.08
C: 1.104 -1.245 0.398  -0.41
C: 0.943 0.161 0.976  -0.05
C: -0.098 -2.142 0.656  -0.23
N: -0.478 -2.139 2.080  -0.01
H: -0.200 0.035 -1.634  0.06
H: 0.779 -0.626 -2.911  0.08
H: -0.347 -1.677 -2.065  0.07
H: 2.199 -0.613 -1.161  0.08
H: 1.978 -1.690 0.874  0.13
H: 0.791 0.142 2.056  0.07
H: 0.100 0.685 0.545  0.05
H: 1.858 0.735 0.802  0.08
H: -0.953 -1.771 0.098  0.10
H: 0.128 -3.135 0.258  0.12
H: 0.358 -2.176 2.660  0.09
H: -0.978 -2.987 2.297  0.08
O: -2.285 1.618 -0.288  -0.07
H: -3.139 2.048 -0.208  0.06
H: -2.213 1.017 0.473  -0.01
O: -0.163 3.098 -1.324  -0.08
H: -0.844 2.527 -0.895  0.01
H: -0.568 3.379 -2.152  0.06
O: -2.368 0.016 1.921  -0.07
H: -2.483 0.332 2.821  0.06
H: -1.713 -0.699 2.012  -0.01
O: 2.366 2.070 -1.964  -0.09
H: 1.468 2.406 -1.736  -0.01
H: 2.964 2.742 -1.623  0.03

Output
Orbital gap in eV: 9.12
SMILES string: CN[C@@H](C)CN.O.O.O.O
Net charge: 0
ΔE to the lowest compared entry with this formula, charge and spin in kJ/mol: 0.0
LUMO in hartree: 0.023


2.
Formula: C4H12N3
Source: the Open Molecules 2025 dataset
Level of theory: wB97M-V/def2-TZVPD

Last column: Löwdin charge in e.
CARTESIAN COORDINATES (ANGSTROEM)
C: -1.540 1.541 -0.908  -0.05
C: -0.824 0.501 -0.091  -0.42
C: 0.017 -0.518 -0.841  -0.11
C: 0.562 -1.615 0.012  -0.06
N: 1.713 -2.128 -0.176  0.23
N: 0.165 1.202 0.751  -0.08
N: 0.803 0.266 1.627  0.05
H: -2.613 1.242 -1.171  0.12
H: -1.019 1.796 -1.752  0.05
H: -1.660 2.491 -0.311  0.11
H: -1.658 0.042 0.460  0.15
H: -0.595 -0.816 -1.692  0.15
H: 0.910 0.000 -1.282  0.15
H: -0.150 -1.909 0.691  0.12
H: 1.942 -2.979 0.274  0.14
H: 2.119 -2.027 -1.092  0.16
H: -0.292 1.970 1.220  0.12
H: 0.389 0.334 2.496  0.07
H: 1.730 0.607 1.783  0.10

Output
Orbital gap in eV: 9.21
SMILES string: C[C@@H](CC=[NH2+])NN
Net charge: +1
ΔE to the lowest compared entry with this formula, charge and spin in kJ/mol: 280.8
LUMO in hartree: -0.155


3.
Formula: C5H10O2
Source: the Open Molecules 2025 dataset
Level of theory: wB97M-V/def2-TZVPD

Last column: Löwdin charge in e.
CARTESIAN COORDINATES (ANGSTROEM)
C: 0.521 -2.005 -0.696  -0.05
C: -0.021 -2.061 0.702  -0.30
O: 0.190 -1.233 1.560  -0.01
C: -0.001 1.401 -1.565  -0.16
C: -0.627 1.846 -0.475  -0.05
C: 0.699 1.715 0.229  -0.16
O: 1.268 1.242 -1.042  -0.10
H: 1.101 -2.914 -0.900  0.08
H: -0.317 -1.998 -1.405  0.09
H: 1.136 -1.113 -0.840  0.06
H: -0.658 -2.942 0.932  0.12
H: -1.454 0.334 2.328  0.02
H: -0.203 1.160 -2.604  0.12
H: -1.622 2.160 -0.202  0.09
H: -1.988 0.837 2.455  0.04
H: 0.780 0.931 0.986  0.09
H: 1.196 2.639 0.537  0.12

Output
Orbital gap in eV: 9.96
Net charge: 0
ΔE to the lowest compared entry with this formula, charge and spin in kJ/mol: 423.8
LUMO in hartree: 0.039


4.
Formula: C4H7NO
Source: the Open Molecules 2025 dataset
Level of theory: wB97M-V/def2-TZVPD

Last column: Löwdin charge in e.
CARTESIAN COORDINATES (ANGSTROEM)
C: 0.378 -1.565 0.686  -0.14
N: -0.989 -1.300 0.261  0.03
C: 0.110 -0.738 -0.524  -0.26
C: 0.510 0.720 -0.376  -0.28
C: -0.477 1.833 -0.277  -0.11
O: 0.074 1.214 0.866  -0.04
H: 0.749 -1.026 1.558  0.11
H: 0.723 -2.591 0.596  0.10
H: -1.397 -0.584 0.859  0.09
H: 0.220 -1.201 -1.504  0.13
H: 1.444 1.021 -0.828  0.14
H: -0.152 2.865 -0.403  0.12
H: -1.193 1.352 -0.913  0.11

Output
Orbital gap in eV: 10.51
SMILES string: C1N[C@H]1[C@H]1CO1
Net charge: 0
ΔE to the lowest compared entry with this formula, charge and spin in kJ/mol: 380.9
LUMO in hartree: 0.042


5.
Formula: C29H26N8OS2Ti
Source: the Open Molecules 2025 dataset
Level of theory: wB97M-V/def2-TZVPD

Last column: Löwdin charge in e.
CARTESIAN COORDINATES (ANGSTROEM)
Ti: -0.139 -1.061 0.763  0.80
C: -0.355 -0.914 5.682  -0.04
C: 0.851 -0.239 5.779  -0.05
C: 1.776 -0.371 4.762  -0.04
C: 1.443 -1.161 3.674  -0.30
N: 0.294 -1.820 3.576  0.10
C: -0.583 -1.702 4.565  -0.12
C: 2.335 -1.327 2.484  -0.21
C: 3.709 -1.195 2.536  0.01
C: 4.442 -1.462 1.403  -0.02
C: 3.804 -1.943 0.276  0.01
C: 2.430 -2.078 0.278  -0.18
N: 1.708 -1.688 1.349  0.02
C: 1.615 -2.683 -0.806  -0.28
C: 2.148 -3.428 -1.832  -0.04
C: 1.305 -3.969 -2.792  -0.05
C: -0.045 -3.747 -2.684  -0.03
C: -0.511 -3.015 -1.606  -0.07
N: 0.289 -2.514 -0.670  0.02
H: -1.118 -0.815 6.445  0.11
H: 1.058 0.401 6.629  0.11
H: 2.709 0.180 4.780  0.11
H: -1.511 -2.246 4.439  0.11
H: 4.199 -0.923 3.461  0.12
H: 5.519 -1.338 1.414  0.12
H: 4.364 -2.196 -0.615  0.12
H: 3.219 -3.572 -1.882  0.12
H: 1.704 -4.550 -3.615  0.12
H: -0.739 -4.129 -3.421  0.12
H: -1.566 -2.819 -1.482  0.12
N: -1.741 2.468 2.734  0.04
C: -1.301 1.249 2.214  -0.82
S: 0.437 1.127 1.879  0.66
N: -2.162 0.321 2.062  0.01
N: -1.734 -1.008 1.870  -0.19
C: -2.256 -1.723 0.820  -0.24
C: -2.895 -0.983 -0.286  -0.21
C: -4.195 -1.159 -0.741  -0.04
C: -4.729 -0.318 -1.714  -0.11
C: -3.956 0.721 -2.219  -0.10
C: -2.643 0.894 -1.796  -0.01
C: -2.091 0.026 -0.862  -0.32
O: -0.801 0.110 -0.488  -0.27
H: -1.195 3.275 2.499  0.05
H: -2.741 2.588 2.733  0.08
H: -2.506 -2.761 1.018  0.10
H: -4.802 -1.951 -0.313  0.11
H: -5.746 -0.458 -2.062  0.09
H: -4.368 1.397 -2.962  0.09
H: -2.026 1.685 -2.207  0.10
C: 1.223 4.130 -0.445  -0.01
C: 0.911 3.349 -1.678  -0.26
C: 0.298 3.867 -2.775  0.01
C: 0.038 3.000 -3.852  -0.32
N: 0.445 1.746 -3.869  0.10
C: 1.113 1.230 -2.803  -0.81
S: 1.730 -0.334 -2.810  0.68
N: 1.273 2.045 -1.704  0.12
C: -0.734 3.489 -5.043  -0.02
H: 0.813 5.134 -0.508  0.08
H: 2.307 4.193 -0.308  0.10
H: 0.817 3.610 0.425  0.04
H: -0.007 4.905 -2.805  0.12
H: 1.628 1.610 -0.872  0.10
H: -0.097 4.129 -5.662  0.09
H: -1.596 4.080 -4.724  0.08
H: -1.061 2.640 -5.637  0.08

Output
Orbital gap in eV: 5.13
Net charge: 0
ΔE to the lowest compared entry with this formula, charge and spin in kJ/mol: 141.6
LUMO in hartree: -0.030


6.
Formula: C5H6N5S
Source: the Open Molecules 2025 dataset
Level of theory: wB97M-V/def2-TZVPD

Last column: Löwdin charge in e.
CARTESIAN COORDINATES (ANGSTROEM)
H: 3.388 -0.919 1.080  0.13
N: 2.516 -0.693 0.560  0.16
C: 1.790 -1.549 0.018  -0.18
N: 0.661 -1.021 -0.654  0.11
C: 0.343 0.158 -0.476  -0.36
C: 1.043 1.135 0.323  0.13
N: 0.825 2.321 0.458  0.24
C: -0.417 2.832 0.031  -0.08
N: -1.204 2.007 -0.512  0.06
C: -1.003 0.708 -0.798  -0.41
S: -1.922 -0.197 0.690  0.97
N: -1.802 -1.744 0.093  -0.29
H: 1.852 -2.644 0.060  0.15
H: -0.743 3.773 0.376  0.13
H: -1.339 0.296 -1.746  0.15
H: -1.298 -2.371 0.673  0.04
H: -2.690 -2.090 -0.175  0.04

Output
Orbital gap in eV: 7.67
SMILES string: [H]/N=C/N=C1\C#[N+]C=N[C@@H]1SN
Net charge: +1
ΔE to the lowest compared entry with this formula, charge and spin in kJ/mol: 256.6
LUMO in hartree: -0.217


7.
Formula: C3H8S
Source: the Open Molecules 2025 dataset
Level of theory: wB97M-V/def2-TZVPD

Last column: Löwdin charge in e.
CARTESIAN COORDINATES (ANGSTROEM)
C: -0.635 -0.772 2.476  -0.09
C: -0.222 -1.844 1.940  -0.09
H: -0.346 -0.479 3.448  0.04
H: -1.311 -0.080 2.124  0.03
H: 0.626 -2.492 2.270  0.07
H: -0.532 -2.091 0.931  0.05
C: 0.497 1.414 -1.713  -0.50
S: -0.016 0.257 -3.017  0.61
H: 0.445 2.447 -2.163  0.04
H: -0.054 1.239 -0.872  -0.05
H: 1.711 1.285 -1.432  0.10
H: -0.162 1.118 -3.992  -0.19

Output
Orbital gap in eV: 9.98
SMILES string: C=C.CS
Net charge: 0
ΔE to the lowest compared entry with this formula, charge and spin in kJ/mol: 191.6
LUMO in hartree: 0.034